[1]
Entry from OMol25: an isolated molecule of C3H5NO2 (the ωB97M-V functional and the def2-TZVPD basis).

Geometry (Å):
O (2.85, -0.41, 0.19)
O (1.39, 0.35, -1.45)
N (0.50, -0.74, 0.55)
C (-1.23, 0.71, -0.31)
C (1.89, -0.12, -0.46)
C (-0.72, -0.41, 0.55)
H (-0.66, 0.74, -1.24)
H (-1.05, 1.65, 0.23)
H (0.81, -1.45, 1.20)
H (-1.41, -0.92, 1.23)
H (-2.31, 0.63, -0.46)

Computed properties:
**2S+1**: 1

=====

[2]
Entry from OMol25: a structure of composition C3H5NO2 (the ωB97M-V functional and the def2-TZVPD basis).

Geometry (Å):
O (1.69, 0.96, -1.35)
O (0.92, -0.66, 0.01)
N (-0.60, 1.37, -0.59)
C (-0.69, 0.38, 0.07)
C (1.80, -0.12, -0.71)
C (-1.46, -0.50, 0.95)
H (-0.94, -0.60, 1.91)
H (-1.54, -1.49, 0.50)
H (-2.45, -0.07, 1.10)
H (0.50, 1.38, -1.09)
H (2.77, -0.65, -0.79)

Computed properties:
**2S+1**: 1

=====

[3]
Entry from OMol25: a cluster of 2 separate species, C3H5NO2 in total in a non-equilibrium geometry (the ωB97M-V functional and the def2-TZVPD basis).

Geometry (Å):
O (-0.42, 0.28, -1.65)
O (-0.66, -1.61, 0.22)
N (1.98, -1.04, 2.33)
C (1.22, -0.97, 1.46)
C (0.56, 0.24, -0.66)
C (0.28, -0.86, 0.33)
H (0.60, 1.20, -0.12)
H (-1.81, 1.36, -0.10)
H (-1.00, -0.49, -1.50)
H (1.56, 0.07, -1.09)
H (-1.99, 1.51, 0.61)

Computed properties:
**2S+1**: 1
**SMILES string**: N#CC(=O)CO.[H][H]

=====

What energy above the lowest of the compared OMol25 structures with the same formula, charge and spin values result from the calculations? In sequence: 0.8347, 1.7742, 2.6384 eV.
What E_tot values result from the calculations? In sequence: -8776.860, -8775.920, -8775.056 eV.